{
  "formula": "C24H33GeMoNO4S4SbSeSi2",
  "method": "wB97M-V/def2-TZVPD",
  "species": ["Mo", "S", "Sb", "S", "S", "S", "C", "Si", "C", "C", "C", "C", "C", "C", "C", "C", "N", "Si", "C", "C", "C", "H", "H", "H", "H", "H", "H", "H", "H", "H", "H", "H", "H", "H", "H", "H", "H", "H", "H", "H", "H", "H", "H", "Ge", "C", "C", "C", "C", "C", "C", "C", "C", "C", "C", "C", "C", "H", "H", "H", "H", "H", "H", "H", "H", "H", "H", "H", "O", "Se", "O", "O", "O"],
  "positions_angstrom": [[-0.123, -1.675, 1.295], [3.025, -1.296, 5.239], [1.536, -0.405, 3.872], [-0.685, -1.061, 3.601], [1.870, -0.031, 1.455], [1.592, 2.028, 4.195], [-1.379, -0.051, -3.603], [-0.808, 0.022, -1.793], [0.827, 0.949, -1.867], [-2.193, 1.028, -1.016], [-0.683, -1.631, -0.917], [-2.073, -1.994, -0.548], [-3.150, -2.446, -1.314], [-4.360, -2.675, -0.689], [-4.493, -2.463, 0.682], [-3.384, -2.045, 1.390], [-2.229, -1.820, 0.773], [0.293, -3.001, -1.797], [0.052, -3.035, -3.674], [-0.201, -4.713, -1.222], [2.128, -2.719, -1.531], [-1.732, 0.947, -3.879], [-2.213, -0.740, -3.747], [-0.593, -0.325, -4.304], [0.664, 1.966, -2.235], [1.506, 0.451, -2.563], [1.338, 1.012, -0.905], [-2.037, 2.091, -1.195], [-2.295, 0.885, 0.059], [-3.137, 0.748, -1.492], [-3.019, -2.619, -2.374], [-5.207, -3.030, -1.263], [-5.429, -2.637, 1.192], [-3.395, -1.893, 2.462], [-0.997, -3.057, -3.973], [0.527, -3.942, -4.054], [0.521, -2.185, -4.168], [-1.281, -4.806, -1.091], [0.260, -4.995, -0.277], [0.113, -5.436, -1.979], [2.445, -1.757, -1.941], [2.699, -3.505, -2.032], [2.389, -2.740, -0.472], [1.469, 2.164, 1.967], [-0.259, 2.920, 1.512], [-0.443, 3.864, 0.504], [-1.690, 4.433, 0.284], [-2.775, 4.044, 1.052], [-2.609, 3.092, 2.046], [-1.361, 2.537, 2.279], [3.004, 3.184, 1.315], [3.125, 3.651, 0.006], [4.267, 4.319, -0.413], [5.318, 4.517, 0.469], [5.226, 4.037, 1.766], [4.081, 3.373, 2.183], [-0.686, -0.081, 1.092], [0.391, 4.203, -0.096], [-1.811, 5.174, -0.497], [-3.749, 4.483, 0.876], [-3.453, 2.778, 2.647], [-1.239, 1.804, 3.070], [2.339, 3.476, -0.719], [4.337, 4.675, -1.433], [6.211, 5.036, 0.142], [6.048, 4.173, 2.456], [4.019, 3.002, 3.198], [1.352, -5.491, 1.842], [0.711, -4.181, 2.493], [0.720, -4.088, 4.083], [1.503, -2.753, 1.827], [-0.736, -3.747, 1.754]],
  "lowdin_charge": [0.9557, -0.1011, 0.1692, 0.0676, 0.2291, 0.1441, -0.1854, 0.4486, -0.1759, -0.1692, -0.4444, -0.4241, -0.0238, -0.0591, -0.0597, -0.1052, -0.0804, 0.4550, -0.1875, -0.1625, -0.1702, 0.0283, 0.0190, 0.0100, 0.0301, 0.0279, -0.0423, 0.0218, 0.0066, 0.0370, 0.1076, 0.1043, 0.0983, 0.1045, 0.0207, 0.0265, 0.0132, 0.0322, -0.0019, 0.0314, 0.0212, 0.0341, 0.0066, 0.4011, -0.3286, -0.1127, -0.1045, -0.0957, -0.0821, -0.1383, -0.3232, -0.1152, -0.0914, -0.0966, -0.0864, -0.1229, -0.0451, 0.0832, 0.1008, 0.0999, 0.1049, 0.0516, 0.0789, 0.0998, 0.0981, 0.1014, 0.0636, -0.4328, 0.7906, -0.4586, -0.7316, -0.5659],
  "relative_energy_kj_mol": 21.1,
  "total_charge": -1,
  "e_lumo_ha": [0.0704, 0.0705],
  "homo_ev": [-4.63, -4.63],
  "homo_lumo_gap_ha": [0.241, 0.241]
}


{
  "formula": "C34H30BCl2N12O2Ti",
  "method": "wB97M-V/def2-TZVPD",
  "species": ["Ti", "Cl", "C", "C", "C", "N", "C", "O", "C", "C", "C", "C", "C", "N", "C", "C", "C", "Cl", "N", "C", "O", "C", "C", "C", "C", "C", "N", "H", "H", "H", "H", "H", "H", "H", "H", "H", "H", "C", "C", "C", "C", "N", "N", "B", "N", "C", "C", "C", "C", "N", "N", "C", "C", "C", "C", "N", "N", "C", "C", "C", "C", "N", "H", "H", "H", "H", "H", "H", "H", "H", "H", "H", "H", "H", "H", "H", "H", "H", "H", "H", "H", "H"],
  "positions_angstrom": [[0.610, -0.806, 0.625], [3.499, -1.663, 6.783], [2.309, -1.318, 5.584], [2.502, -1.750, 4.315], [1.531, -1.471, 3.310], [1.632, -1.838, 2.032], [2.811, -2.529, 1.552], [3.226, -3.562, 2.079], [3.341, -1.861, 0.414], [4.452, -2.371, -0.297], [4.934, -1.677, -1.359], [4.313, -0.440, -1.712], [3.234, -0.011, -0.998], [2.700, -0.690, 0.048], [0.366, -0.674, 3.644], [0.184, -0.291, 4.999], [1.123, -0.589, 5.933], [0.881, -0.055, 7.555], [-0.406, -0.289, 2.605], [-1.720, 0.049, 2.908], [-2.355, -0.471, 3.802], [-2.385, 1.121, 2.066], [-3.768, 1.235, 2.124], [-4.373, 2.225, 1.370], [-3.578, 3.063, 0.604], [-2.204, 2.881, 0.633], [-1.613, 1.927, 1.350], [3.374, -2.332, 4.057], [4.886, -3.303, 0.041], [5.782, -2.045, -1.922], [4.679, 0.160, -2.533], [2.743, 0.920, -1.259], [-0.693, 0.267, 5.293], [-4.332, 0.555, 2.746], [-5.450, 2.340, 1.379], [-4.005, 3.848, -0.005], [-1.547, 3.523, 0.055], [-2.531, -2.633, 1.367], [-2.536, -1.604, 0.283], [-3.587, -1.210, -0.552], [-3.034, -0.304, -1.430], [-1.733, -0.153, -1.128], [-1.430, -0.949, -0.055], [-0.535, 0.432, -1.951], [0.350, -0.826, -2.314], [0.415, -1.489, -3.491], [0.817, -2.776, -3.258], [0.959, -2.872, -1.863], [1.337, -4.068, -1.056], [0.675, -1.701, -1.312], [0.241, 1.465, -1.067], [0.483, 2.761, -1.315], [1.147, 3.294, -0.232], [1.275, 2.238, 0.678], [1.905, 2.223, 2.026], [0.717, 1.150, 0.163], [-0.945, 1.160, -3.212], [-0.112, 1.574, -4.200], [-0.784, 2.494, -4.960], [-2.051, 2.609, -4.342], [-3.200, 3.487, -4.726], [-2.137, 1.815, -3.290], [-3.083, -2.300, 2.245], [-2.991, -3.551, 1.000], [-1.517, -2.870, 1.689], [-4.608, -1.553, -0.523], [-3.459, 0.253, -2.247], [0.155, -1.003, -4.414], [0.978, -3.553, -3.985], [0.830, -4.951, -1.446], [2.412, -4.247, -1.093], [1.067, -3.957, -0.007], [0.162, 3.213, -2.240], [1.489, 4.308, -0.108], [2.462, 3.143, 2.193], [1.144, 2.133, 2.803], [2.593, 1.380, 2.117], [0.897, 1.202, -4.273], [-0.425, 3.011, -5.834], [-3.342, 3.502, -5.806], [-4.117, 3.131, -4.261], [-3.035, 4.517, -4.403]],
  "lowdin_spin": [1.0464, 0.0182, 0.0730, 0.0267, 0.1289, 0.1997, 0.1356, 0.2011, 0.1511, 0.0352, 0.0855, 0.0938, 0.0261, 0.1699, 0.1441, 0.0073, 0.1000, 0.0292, 0.1537, 0.0193, 0.0399, 0.0011, -0.0001, 0.0000, 0.0000, 0.0004, 0.0029, 0.0003, 0.0009, 0.0040, 0.0055, -0.0005, -0.0018, 0.0000, 0.0000, 0.0000, 0.0002, 0.0035, 0.0054, 0.0011, 0.0052, 0.0012, -0.0017, 0.0010, 0.0036, 0.0050, 0.0011, 0.0070, 0.0070, 0.0039, 0.0062, 0.0165, 0.0038, 0.0173, 0.0051, -0.0014, 0.0000, 0.0000, 0.0000, 0.0000, 0.0000, 0.0001, 0.0002, 0.0004, 0.0017, 0.0000, 0.0003, 0.0003, 0.0001, 0.0009, 0.0013, 0.0020, 0.0010, 0.0000, 0.0002, 0.0009, 0.0021, 0.0001, 0.0000, 0.0000, 0.0000, 0.0000],
  "relative_energy_kj_mol": 57.2,
  "s_squared": 3.78,
  "multiplicity": 4,
  "e_lumo_ha": [0.0038, -0.0725],
  "homo_ev": [-5.46, -8.60],
  "homo_lumo_gap_ha": [0.205, 0.244]
}


{
  "formula": "C32H54As2IMgN4O4P2S",
  "method": "wB97M-V/def2-TZVPD",
  "species": ["Mg", "I", "C", "C", "C", "C", "C", "C", "C", "C", "C", "C", "H", "H", "H", "H", "H", "H", "C", "As", "C", "C", "C", "C", "C", "C", "C", "As", "C", "C", "H", "H", "H", "H", "H", "H", "H", "H", "H", "H", "H", "H", "H", "H", "H", "H", "C", "N", "C", "P", "O", "O", "P", "O", "N", "C", "C", "N", "C", "C", "N", "C", "C", "H", "H", "H", "H", "H", "H", "H", "H", "H", "H", "H", "H", "H", "H", "H", "H", "H", "H", "H", "H", "H", "H", "H", "H", "O", "S", "C", "C", "C", "C", "H", "H", "H", "H", "H", "H", "H", "H"],
  "positions_angstrom": [[-0.018, 0.356, -0.327], [0.748, 2.470, 1.694], [1.508, 3.556, 0.033], [2.183, 4.704, 0.344], [2.732, 5.496, -0.679], [2.600, 5.100, -1.978], [1.889, 3.924, -2.311], [1.719, 3.569, -3.670], [0.970, 2.482, -4.005], [0.394, 1.687, -2.990], [0.549, 1.930, -1.639], [1.301, 3.102, -1.297], [2.297, 5.006, 1.376], [3.246, 6.413, -0.424], [3.029, 5.688, -2.780], [2.175, 4.192, -4.430], [0.820, 2.225, -5.049], [-0.203, 0.836, -3.304], [-0.902, -2.688, 3.459], [0.400, -1.714, 2.313], [1.647, -3.250, 2.304], [1.144, -0.610, 3.780], [0.204, -0.195, 4.728], [0.522, 0.690, 5.744], [1.810, 1.183, 5.842], [2.754, 0.788, 4.912], [2.445, -0.081, 3.868], [3.857, -0.469, 2.566], [5.257, -0.978, 3.868], [4.553, 1.341, 2.215], [-1.801, -2.113, 3.671], [-0.429, -2.965, 4.400], [-1.193, -3.597, 2.931], [1.520, -3.851, 3.203], [2.677, -2.915, 2.245], [1.434, -3.867, 1.430], [-0.814, -0.561, 4.672], [-0.237, 0.994, 6.454], [2.073, 1.874, 6.632], [3.761, 1.181, 4.995], [5.467, -0.189, 4.589], [6.171, -1.195, 3.313], [4.959, -1.878, 4.404], [4.332, 2.034, 3.026], [4.132, 1.740, 1.292], [5.636, 1.281, 2.097], [-3.461, 3.114, 0.550], [-3.964, 1.833, 0.055], [-5.417, 1.730, -0.059], [-3.110, 0.461, 0.300], [-1.676, 0.714, 0.567], [-3.338, -0.362, -1.071], [-2.267, -1.153, -1.969], [-0.864, -1.054, -1.510], [-2.511, -0.437, -3.439], [-3.766, 0.182, -3.848], [-1.782, -1.057, -4.544], [-2.791, -2.716, -1.878], [-1.835, -3.817, -1.943], [-4.130, -3.026, -2.367], [-3.896, -0.489, 1.417], [-3.643, -1.933, 1.328], [-3.688, 0.065, 2.765], [-3.627, 3.887, -0.201], [-2.392, 3.037, 0.741], [-3.971, 3.410, 1.472], [-5.774, 2.409, -0.835], [-5.909, 1.988, 0.882], [-5.694, 0.712, -0.327], [-4.254, 0.643, -2.993], [-4.451, -0.537, -4.310], [-3.546, 0.963, -4.577], [-0.866, -1.517, -4.171], [-1.518, -0.292, -5.276], [-2.378, -1.821, -5.056], [-0.870, -3.476, -1.575], [-1.721, -4.203, -2.961], [-2.181, -4.633, -1.305], [-4.779, -2.162, -2.228], [-4.537, -3.861, -1.795], [-4.128, -3.307, -3.425], [-4.154, -2.337, 0.456], [-4.050, -2.411, 2.217], [-2.577, -2.177, 1.260], [-3.936, 1.128, 2.764], [-2.652, -0.038, 3.104], [-4.353, -0.440, 3.464], [1.746, -0.543, -0.388], [2.759, -0.126, -1.435], [4.144, -1.314, -1.246], [4.517, -1.738, -2.654], [3.190, -2.076, -3.326], [2.248, -0.919, -3.012], [3.747, -2.139, -0.654], [4.954, -0.832, -0.703], [5.203, -2.585, -2.645], [5.003, -0.911, -3.179], [2.802, -3.010, -2.913], [3.305, -2.206, -4.402], [1.210, -1.214, -2.875], [2.309, -0.131, -3.762]],
  "lowdin_charge": [0.2446, 1.1319, -0.5602, -0.1661, -0.0775, -0.0352, -0.1666, -0.0426, -0.0906, -0.1711, -0.1713, -0.2524, 0.0859, 0.1074, 0.1139, 0.1114, 0.1012, 0.0581, -0.3271, 1.2004, -0.3095, -0.4371, -0.1478, -0.0796, -0.0755, -0.1347, -0.4522, 1.1510, -0.3163, -0.3159, -0.0099, 0.0384, 0.0271, 0.0265, -0.0420, 0.0178, 0.0685, 0.1076, 0.1091, 0.0885, 0.0191, 0.0172, 0.0223, 0.0173, -0.0041, 0.0257, -0.0708, -0.2824, -0.0868, 0.5183, -0.3715, -0.2444, 0.5184, -0.2808, -0.2808, -0.0782, -0.0888, -0.2929, -0.0795, -0.0906, -0.2633, -0.0850, -0.0803, 0.0949, 0.0522, 0.0892, 0.0928, 0.0913, 0.0761, 0.0725, 0.0882, 0.0964, 0.0744, 0.0944, 0.0909, 0.0762, 0.0896, 0.0911, 0.0784, 0.0931, 0.0904, 0.0702, 0.0959, 0.0639, 0.0838, 0.0690, 0.0978, -0.6495, 1.0055, -0.3083, -0.2322, -0.2185, -0.2827, 0.0951, 0.0817, 0.1206, 0.1205, 0.1165, 0.1171, 0.0667, 0.0885],
  "relative_energy_kj_mol": 102.5,
  "total_charge": 1,
  "e_lumo_ha": -0.0610,
  "homo_ev": -9.59,
  "homo_lumo_gap_ha": 0.291
}


{
  "formula": "C22H24N3O",
  "method": "wB97M-V/def2-TZVPD",
  "species": ["C", "N", "C", "C", "C", "C", "C", "C", "C", "C", "N", "C", "N", "C", "C", "H", "H", "H", "H", "H", "H", "H", "H", "H", "H", "H", "C", "C", "C", "C", "C", "C", "C", "C", "O", "C", "C", "H", "H", "H", "H", "H", "H", "H", "H", "H", "H", "H", "H", "H"],
  "positions_angstrom": [[3.723, -6.606, -1.140], [3.098, -6.339, 0.140], [3.234, -7.406, 1.109], [2.311, -5.202, 0.357], [0.910, -5.241, 0.157], [0.150, -4.095, 0.304], [0.741, -2.865, 0.679], [-0.048, -1.665, 0.914], [-1.216, -1.711, 1.620], [-1.971, -0.545, 1.927], [-2.603, 0.403, 2.205], [-1.709, -2.911, 2.225], [-2.137, -3.871, 2.745], [2.148, -2.826, 0.831], [2.914, -3.971, 0.720], [3.554, -5.764, -1.820], [4.804, -6.756, -1.009], [3.309, -7.522, -1.589], [2.731, -7.128, 2.042], [2.800, -8.340, 0.721], [4.301, -7.588, 1.310], [0.448, -6.192, -0.120], [-0.923, -4.133, 0.108], [0.336, -0.714, 0.564], [2.609, -1.871, 1.089], [3.990, -3.957, 0.909], [-0.896, 6.833, -1.169], [-1.956, 5.866, -0.626], [-2.298, 6.259, 0.814], [-3.216, 5.998, -1.492], [-1.425, 4.423, -0.702], [-1.290, 3.614, 0.435], [-0.795, 2.333, 0.355], [-0.476, 1.694, -0.908], [-0.150, 0.478, -0.989], [-0.590, 2.586, -2.063], [-1.047, 3.878, -1.947], [-0.677, 6.633, -2.224], [-1.253, 7.866, -1.080], [0.035, 6.742, -0.598], [-3.077, 5.604, 1.220], [-1.410, 6.203, 1.453], [-2.672, 7.289, 0.838], [-3.987, 5.293, -1.156], [-3.622, 7.013, -1.408], [-2.998, 5.797, -2.546], [-1.577, 3.991, 1.420], [-0.690, 1.737, 1.255], [-0.315, 2.183, -3.036], [-1.125, 4.505, -2.843]],
  "nbo_charge": [-0.3908, -0.5016, -0.3908, 0.1802, -0.2492, -0.1147, -0.1166, 0.0164, -0.3285, 0.2899, -0.2892, 0.2954, -0.3354, -0.1606, -0.2345, 0.2147, 0.1754, 0.1707, 0.2129, 0.1699, 0.1763, 0.2156, 0.2170, 0.3059, 0.2208, 0.2167, -0.5965, -0.0634, -0.6038, -0.5968, -0.1848, -0.1493, -0.3712, 0.3989, -0.8125, -0.3662, -0.1514, 0.2039, 0.1827, 0.2083, 0.2113, 0.2082, 0.1903, 0.2107, 0.1821, 0.2040, 0.1832, 0.1866, 0.1889, 0.1709],
  "relative_energy_kj_mol": 0.0,
  "total_charge": -1,
  "e_lumo_ha": 0.0707,
  "homo_ev": -2.97,
  "homo_lumo_gap_ha": 0.180
}